[1]
Density functional theory data (the ωB97M-V functional and the def2-TZVPD basis) for a structure of composition C21H36Cl3N2O4RuSi in a non-equilibrium geometry.

Strongest force on any atom, Eh/bohr: 0.07394
Gap between HOMO and LUMO (spin up / spin down), eV: 5.73 / 3.61
Multiplicity: 6
Energy relative to the best compared isomer or geometry (same formula, charge and spin), kcal per mole: 127.8
Charge: 0
LUMO level (spin up / spin down), eV: 0.3 / -3.3

Geometry (Å):
C (0.430, 0.240, -5.383)
H (-1.732, -4.289, -1.684)
N (0.427, 3.167, 1.201)
C (-3.297, 0.581, -2.759)
C (-1.427, -0.412, 3.227)
O (0.542, -1.116, -3.224)
C (0.528, 0.262, -6.860)
H (2.422, 3.591, 1.576)
C (1.173, -0.622, -4.585)
C (-0.061, 1.703, -2.669)
H (1.650, 4.688, 0.397)
H (-2.440, 1.056, -0.368)
H (1.503, -4.834, -2.597)
H (0.567, 5.027, -2.274)
O (-1.929, 0.078, 4.156)
Cl (-1.092, -3.141, 2.450)
H (-3.539, -1.802, -3.088)
C (0.632, 1.859, 1.306)
H (-2.678, 0.521, -3.671)
H (-1.339, 3.454, -2.703)
H (-1.122, 3.944, -0.033)
H (1.616, -2.143, -6.055)
H (2.330, -4.597, -0.043)
C (0.746, 3.955, -2.357)
H (2.524, -0.609, -2.841)
H (-1.102, 4.539, 1.649)
H (0.857, -4.819, 0.962)
H (2.187, -3.205, -2.795)
C (1.254, 1.199, -2.692)
H (-0.077, 1.088, -7.251)
C (1.452, -4.092, 0.382)
N (-2.834, -0.388, -1.770)
C (1.252, -3.765, -2.670)
C (1.504, 4.140, 1.337)
C (2.038, 3.441, -2.180)
C (-1.300, -3.868, -0.760)
C (-2.905, -1.775, -2.200)
H (3.017, -1.136, -5.617)
H (1.551, 0.460, -7.225)
Ru (-0.534, -1.050, 1.784)
C (-0.314, 3.073, -2.585)
H (-3.331, -2.406, -1.420)
H (1.660, 1.489, 1.490)
H (0.593, -3.636, -3.539)
H (-1.647, 2.875, 1.286)
C (2.109, -1.626, -5.221)
H (-3.250, 1.598, -2.350)
H (3.316, 1.684, -2.270)
H (1.776, -3.305, 1.081)
Si (0.469, -3.375, -1.053)
H (-0.891, 0.994, -2.741)
C (1.563, -0.181, -3.152)
C (-2.526, -0.037, -0.505)
C (-0.937, 3.663, 1.013)
H (-4.329, 0.327, -3.045)
O (-0.364, 1.089, 1.215)
H (-1.894, -3.016, -0.378)
H (-0.122, 1.063, -4.932)
H (2.421, -2.371, -4.490)
H (0.168, -0.658, -7.350)
C (2.298, 2.083, -2.344)
H (-1.909, -2.135, -2.498)
H (2.857, 4.121, -1.936)
Cl (1.480, -0.842, 2.793)
H (-1.315, -4.633, 0.031)
O (-2.407, -0.856, 0.440)
H (1.268, 4.838, 2.157)
Cl (0.467, -1.148, -0.351)

---

[2]
Density functional theory data (the ωB97M-V functional and the def2-TZVPD basis) for a structure of composition C21H36EuP2Te in a non-equilibrium geometry.

Strongest force on any atom, Eh/bohr: 0.05142
Gap between HOMO and LUMO (spin up / spin down), eV: 4.37 / 3.51
Multiplicity: 8
Energy relative to the best compared isomer or geometry (same formula, charge and spin), kcal per mole: 209.0
Charge: 0
LUMO level (spin up / spin down), eV: 0.3 / -1.2

Geometry (Å):
H (-2.120, 1.919, -0.178)
C (1.004, 0.921, -4.637)
C (-1.502, 0.612, 5.903)
H (-1.117, -0.693, -5.579)
H (-2.284, -0.384, 7.683)
C (-0.979, 1.500, -3.209)
C (2.244, -2.628, -0.381)
H (-0.029, -0.874, 8.609)
H (-2.483, 0.800, 5.481)
C (0.939, 0.724, 5.771)
H (2.033, -0.111, 7.450)
H (-0.827, -0.456, -0.967)
Eu (-1.767, -0.141, 1.017)
H (1.334, 1.095, -1.150)
H (-0.141, -3.672, -1.398)
H (0.238, -1.182, 2.771)
C (-1.388, 2.692, 0.151)
H (-2.939, 0.857, -3.811)
H (-1.584, -2.885, -0.644)
H (1.634, 4.144, 1.034)
C (0.964, 0.677, -0.161)
P (0.585, -2.140, 0.407)
C (1.343, 3.485, 0.203)
H (-1.453, 2.114, -2.448)
H (-1.936, 3.282, 0.907)
H (-1.401, -2.211, -3.029)
Te (-0.382, 2.076, 3.376)
H (0.793, 4.092, -0.546)
C (-1.393, -0.073, 7.126)
C (-1.903, 0.829, -4.185)
H (1.840, 1.013, 5.217)
H (1.869, 0.389, 0.426)
H (-0.675, -4.153, 0.257)
C (-1.595, -0.653, -4.577)
C (-0.825, -1.428, -3.547)
H (-1.865, 1.464, -5.100)
H (2.934, -1.764, -0.419)
H (1.320, -1.119, -5.398)
C (0.338, 1.598, -3.457)
C (1.356, -0.579, -4.428)
H (0.962, 2.376, -2.987)
C (-0.577, -3.313, -0.449)
C (0.211, -0.615, -0.591)
H (2.270, 3.078, -0.240)
H (-0.085, -2.997, 2.680)
H (-1.195, 3.348, -0.707)
H (0.668, -0.867, -1.553)
H (2.396, -0.628, -4.059)
H (0.458, 1.051, -5.590)
H (-2.576, -1.156, -4.657)
C (-0.427, -1.971, 2.360)
H (1.095, -2.075, -2.889)
C (1.048, 0.068, 6.994)
P (0.251, 2.157, 0.820)
C (0.512, -1.390, -3.502)
H (2.656, -3.427, 0.267)
C (-0.119, -0.347, 7.649)
H (-1.475, -1.822, 2.855)
H (1.975, 1.418, -4.791)
C (-0.321, 1.012, 5.240)
H (2.091, -3.036, -1.394)

---

[3]
Density functional theory data (the ωB97M-V functional and the def2-TZVPD basis) for a structure of composition C21H36N3OSi3Tc.

Strongest force on any atom, Eh/bohr: 0.01530
Gap between HOMO and LUMO (spin up / spin down), eV: 6.33 / 5.99
Multiplicity: 4
Charge: +3
LUMO level (spin up / spin down), eV: -11.5 / -11.8

Geometry (Å):
H (-0.194, 3.978, 0.221)
H (-3.233, -2.996, -0.009)
H (2.364, 2.478, 0.591)
H (5.932, -0.694, -1.506)
H (3.171, -2.349, -4.340)
H (2.386, 0.803, 1.146)
H (2.400, -2.725, 3.483)
H (-3.890, 2.357, -1.157)
H (2.400, 1.072, -1.351)
C (-0.989, -2.639, 3.699)
H (0.533, -3.225, 5.098)
C (0.318, -2.843, 4.108)
Si (-0.087, 1.291, -1.792)
H (1.415, -2.398, -2.610)
C (-3.730, 1.282, -1.269)
C (4.644, -1.492, -3.030)
H (-2.239, -1.978, 2.071)
H (-0.239, 4.182, 1.966)
C (1.715, 1.671, -1.943)
C (-1.002, 2.710, -2.552)
H (-0.656, -1.399, -2.354)
H (-3.386, -2.326, -1.663)
H (4.186, -0.745, 0.247)
C (-0.364, 1.173, 3.137)
H (-0.642, 2.772, -3.586)
H (-1.458, -0.200, -3.223)
H (-4.711, 0.816, -1.122)
C (4.938, -1.050, -1.742)
Tc (-0.402, -1.094, -0.318)
C (-1.233, -2.152, 2.426)
H (-3.491, 1.819, 2.043)
H (-3.094, 0.163, 2.497)
H (1.981, 1.533, -2.997)
H (-0.150, 1.982, 3.845)
H (5.417, -1.482, -3.787)
H (0.272, -0.507, -3.494)
H (-1.404, 0.898, 3.293)
Si (0.115, 1.838, 1.465)
C (3.968, -1.074, -0.760)
O (-2.421, -1.090, -0.281)
C (-0.717, 0.801, -0.006)
H (-4.412, -1.700, -0.342)
C (-3.438, -2.107, -0.600)
C (1.362, -2.567, 3.223)
H (-3.410, 1.075, -2.287)
C (1.968, 1.794, 1.342)
H (-4.544, 0.512, 1.548)
H (1.891, 2.723, -1.709)
C (1.044, -2.101, 1.970)
H (0.277, 0.339, 3.432)
N (-0.236, -1.886, 1.565)
C (-0.492, -0.357, -2.733)
C (2.689, -1.516, -1.103)
C (-3.493, 0.781, 1.696)
H (-1.664, 3.587, 1.131)
N (1.677, -1.601, -0.110)
Si (-2.650, 0.629, 0.068)
H (-2.081, 2.667, -2.584)
N (2.063, -1.927, 1.031)
H (-0.697, 3.636, -2.059)
C (-0.572, 3.536, 1.146)
C (3.374, -1.964, -3.350)
H (-1.824, -2.858, 4.351)
H (2.364, 2.115, 2.310)
C (2.382, -1.967, -2.386)